Here is C2H4ClN3 in the gas phase at a distorted geometry from OMol25. Energies are from ωB97M-V with the def2-TZVPD basis set.

Output
LUMO level	0.7	eV
total energy	-702.9968	Eh
ΔE to the lowest compared entry with this formula, charge and spin	36.3	kJ/mol
strongest force on any atom	5.108	eV/Å
Kohn-Sham gap	9.99	eV

```
! wB97M-V def2-TZVPD RIJCOSX def2/J DEFGRID3
* xyz 0 1
C -1.342 -1.373 0.026
C 0.321 0.355 -0.090
N -1.126 -0.150 -0.231
N 1.263 -0.507 -0.334
N 0.336 1.663 0.062
Cl 2.933 -0.087 -0.377
H -2.343 -1.835 -0.228
H -0.523 -2.039 0.251
H -0.638 1.970 0.441
H 1.120 2.004 0.478
*
```